[1]
Below is a cluster of 3 separate species, C3H8NO2 in total in a non-equilibrium geometry, with properties calculated with ωB97M-V/def2-TZVPD.

The electronic energy comes out at -8814.42133 eV. The calculation puts the HOMO energy (alpha / beta) at -12.78 / -13.17 eV. As for the multiplicity: 1. As for the orbital gap (alpha / beta): 5.86 / 6.81 eV. The energy relative to the best compared isomer or geometry (same formula, charge and spin) comes out at 5.5310 eV. Its LUMO energy (alpha / beta) is -6.9 / -6.4 eV. As for the total charge: +1.

Last column: Löwdin charge in e.
Geometry (Å):
C  -2.53  -0.46  -0.03  0.177
C  0.20  -1.32  0.04  -0.009
C  1.18  -0.65  -0.58  -0.244
N  0.30  1.71  -0.05  -0.002
O  -2.86  0.60  0.21  0.273
O  2.35  -0.32  -0.02  0.064
H  -2.82  -1.60  -0.16  0.212
H  0.04  -1.44  1.12  0.093
H  -0.47  -1.84  -0.50  -0.017
H  1.23  -0.32  -1.60  0.136
H  -0.42  2.41  -0.28  0.035
H  0.18  1.65  1.04  0.088
H  1.19  2.21  -0.11  0.041
H  2.43  -0.64  0.91  0.152

---

[2]
Below is the ion C3H8NO2 with charge +1 in a non-equilibrium geometry, with properties calculated with ωB97M-V/def2-TZVPD.

The electronic energy comes out at -8812.40868 eV. The calculation puts the HOMO energy (alpha / beta) at -14.78 / -16.22 eV. As for the multiplicity: 3. As for the orbital gap (alpha / beta): 11.78 / 7.17 eV. The energy relative to the best compared isomer or geometry (same formula, charge and spin) comes out at 2.2996 eV. Its LUMO energy (alpha / beta) is -3.0 / -9.1 eV. As for the total charge: +1.

Last column: Löwdin spin population.
Geometry (Å):
C  1.29  1.20  0.19  0.114
C  -1.94  -0.25  0.38  0.007
C  0.11  -0.85  -0.67  0.078
N  1.35  -0.15  -0.04  0.599
O  2.33  -0.83  0.13  0.992
O  -0.95  -0.04  -0.63  0.110
H  1.60  1.67  -0.76  0.041
H  2.17  1.61  0.84  0.010
H  0.34  1.42  0.39  0.010
H  -2.89  0.26  0.06  0.002
H  -1.49  0.25  1.28  0.005
H  -2.18  -1.34  0.53  0.001
H  0.39  -1.10  -1.66  0.018
H  -0.13  -1.86  -0.03  0.012

---

[3]
Below is a cluster of 2 separate species, C3H8NO2P in total in a non-equilibrium geometry, with properties calculated with ωB97M-V/def2-TZVPD.

The electronic energy comes out at -18112.96398 eV. The calculation puts the HOMO energy (alpha / beta) at -8.17 / -8.17 eV. As for the multiplicity: 1. As for the orbital gap (alpha / beta): 7.46 / 7.46 eV. The energy relative to the best compared isomer or geometry (same formula, charge and spin) comes out at 2.1177 eV. Its LUMO energy (alpha / beta) is -0.7 / -0.7 eV.

Last column: Löwdin charge in e.
Geometry (Å):
C  -0.05  -3.07  0.28  -0.004
C  -0.46  -1.84  0.60  -0.255
C  0.53  -0.81  0.92  -0.242
N  -0.05  2.39  -1.65  -0.035
O  1.48  1.81  1.30  -0.355
O  -1.07  1.38  1.21  -0.232
P  0.47  0.88  0.73  0.663
H  -0.70  -3.85  -0.10  0.048
H  1.07  -3.29  0.22  0.085
H  -1.46  -1.66  0.86  0.076
H  1.52  -1.19  0.84  0.047
H  -0.64  2.40  -2.51  0.036
H  -0.22  3.27  -1.04  0.073
H  0.97  2.33  -1.89  0.045
H  -1.38  1.24  0.24  0.051

---

Question: What is the multiplicity in the third record?
Answer: 1